(1)
ORCA calculation (the ωB97M-V functional and the def2-TZVPD basis) on a structure of composition C18H14AsIN3O8PtS3.

Results
Charge ... -1
LUMO level ... 1.946 eV
Energy above the lowest of the compared OMol25 structures with the same formula, charge and spin ... 2.4 kcal per mole
E_HOMO ... -5.2 eV
Frontier orbital gap ... 7.15 eV

Last column: Löwdin charge in e.
Atoms and positions in Å:
Pt -1.37650 -0.03265 -0.64958  0.554
S -1.43307 1.70742 0.72189  0.613
C -1.40692 1.00236 2.31962  -0.684
C -1.45448 1.83181 3.43861  -0.057
C -1.40293 1.30449 4.71738  -0.197
C -1.44848 2.18555 5.84891  -0.180
N -1.50193 2.90154 6.74693  0.154
C -1.30314 -0.08700 4.88873  -0.197
C -1.25786 -0.91214 3.77543  -0.091
C -1.30094 -0.38115 2.48770  -0.699
S -1.17011 -1.43422 1.09990  0.528
C -1.23272 -0.67218 6.19684  -0.184
N -1.18466 -1.14766 7.24299  0.154
H -1.51553 2.90442 3.30748  0.123
H -1.18366 -1.98301 3.90984  0.095
O -1.13384 2.16457 -4.80018  -0.229
As -0.57534 1.97415 -3.15098  0.862
O -0.09657 3.39376 -2.53660  -0.444
O -1.78872 1.09169 -2.37197  -0.624
C 0.95211 0.75534 -3.20179  -0.220
C 2.00569 1.21018 -2.41870  -0.077
C 3.13031 0.42448 -2.20141  -0.052
C 3.21260 -0.83956 -2.75656  -0.059
C 2.17135 -1.32172 -3.53552  -0.051
C 1.05687 -0.52388 -3.75549  -0.277
S -0.07011 -1.19184 -4.94076  0.709
O -0.13968 -0.31749 -6.07112  -0.250
O 0.17995 -2.58163 -5.11490  -0.237
O -1.59065 -1.05180 -4.35221  -0.107
H -0.93659 1.39244 -5.35110  -0.002
H 1.91363 2.19537 -1.97636  0.103
H 3.93660 0.80057 -1.58497  0.110
H 4.08376 -1.45829 -2.58819  0.108
H 2.21938 -2.30615 -3.97691  0.112
N 1.74778 0.14501 1.83485  0.154
C 2.03541 0.34933 3.14102  -0.650
O 1.86860 1.40677 3.71742  0.052
C 2.73121 -0.77261 3.89859  -0.543
I 2.07873 -2.76321 3.48892  0.799
H 1.17870 0.85888 1.39447  0.067
H 1.55994 -0.79138 1.50801  0.009
H 2.59378 -0.60144 4.95951  0.047
H 3.79034 -0.75822 3.65300  0.044
C -3.44629 -1.28980 -2.93298  0.025
C -1.96498 -1.34387 -3.07992  -0.558
O -1.14962 -1.63850 -2.22991  -0.045
H -3.89863 -1.96790 -3.65765  0.101
H -3.76704 -0.27132 -3.14613  0.100
H -3.71578 -1.55953 -1.91618  0.092

***

(2)
ORCA calculation (the ωB97M-V functional and the def2-TZVPD basis) on a structure of composition C18H14BF4O3PRuSSe2Te2.

Results
Charge ... 0
LUMO level (spin up / spin down) ... -2.634 / -2.632 eV
Energy above the lowest of the compared OMol25 structures with the same formula, charge and spin ... 19.8 kcal per mole
E_HOMO (spin up / spin down) ... -8.3 / -8.3 eV
Frontier orbital gap (spin up / spin down) ... 5.67 / 5.67 eV

Last column: Löwdin charge in e.
Atoms and positions in Å:
Ru -1.00301 1.67603 1.41107  0.404
Se 2.65049 2.63116 2.14646  -0.018
Te 0.62038 3.52832 1.11965  0.942
Te 0.17145 2.29626 3.78641  0.386
Se -0.45907 0.64235 5.36107  -0.078
O 1.16249 2.75357 -0.83585  -0.643
S -0.11046 3.02996 -1.68568  0.505
O 0.09214 4.02237 -2.69090  -0.242
O -1.16620 3.29501 -0.69212  -0.484
C -0.40863 1.44499 -2.38117  -0.262
C -0.80921 1.40536 -3.70515  -0.031
C -0.94494 0.17578 -4.33413  -0.045
C -0.62621 -0.98090 -3.64813  -0.044
C -0.22995 -0.92614 -2.31670  -0.096
C -0.16119 0.27760 -1.62773  -0.285
P 0.24677 0.21882 0.18760  0.991
C -0.70361 -1.19529 0.86979  -0.329
C -1.64676 -1.95132 0.17000  -0.084
C -2.39455 -2.92344 0.81405  -0.063
C -2.23891 -3.14257 2.17479  -0.064
C -1.34469 -2.36484 2.89071  -0.070
C -0.58754 -1.40004 2.24656  -0.156
C 2.00253 -0.24090 0.19851  -0.361
C 2.58767 -0.78530 1.34009  -0.120
C 3.93234 -1.11513 1.34772  -0.073
C 4.71328 -0.88565 0.22233  -0.070
C 4.14440 -0.31758 -0.90654  -0.063
C 2.79459 0.00712 -0.91867  -0.084
H -0.98518 2.33171 -4.23431  0.122
H -1.26743 0.12888 -5.36564  0.114
H -0.68874 -1.94007 -4.14497  0.115
H 0.03978 -1.84290 -1.80898  0.117
H -1.84773 -1.76015 -0.87232  0.092
H -3.12121 -3.49483 0.25131  0.109
H -2.83100 -3.89754 2.67577  0.108
H -1.25758 -2.47037 3.96421  0.101
H 0.08644 -0.79878 2.83813  0.011
H 2.00284 -0.95461 2.23227  0.092
H 4.37226 -1.54506 2.23802  0.110
H 5.76467 -1.14270 0.22990  0.107
H 4.74891 -0.12346 -1.78272  0.109
H 2.36977 0.46689 -1.80052  0.104
F -3.03635 0.68981 1.98935  0.020
B -3.60911 1.57761 0.98563  -1.231
F -2.92278 1.25763 -0.21868  0.083
F -4.95375 1.47386 0.88692  0.201
F -3.14740 2.86846 1.39261  0.057

***

(3)
ORCA calculation (the ωB97M-V functional and the def2-TZVPD basis) on the molecule C18H14BF6NO3S.

Results
Charge ... 0
Structure (SMILES) ... OB(O)c1cc2cc(CNc3ccc(C(O)(C(F)(F)F)C(F)(F)F)cc3)ccc2s1
LUMO level ... 0.504 eV
Energy above the lowest of the compared OMol25 structures with the same formula, charge and spin ... 0.0 kcal per mole
E_HOMO ... -8.2 eV
Frontier orbital gap ... 8.71 eV

Last column: Löwdin charge in e.
Atoms and positions in Å:
F 0.46199 2.26617 2.82916  0.140
F 1.17319 1.29218 0.95910  0.158
F -0.65826 0.62334 1.87627  0.189
F -0.59592 4.64738 -0.62862  0.183
F 1.27565 3.83083 0.10073  0.166
F -0.09816 4.90354 1.49378  0.159
O 3.27501 -2.00327 4.16763  0.188
O 2.37603 0.22035 3.96523  0.157
O -1.91701 2.99359 1.37604  0.065
S 0.04793 -2.78818 2.65781  1.060
B 2.37658 -1.13018 3.64600  -0.667
C 1.41519 -1.71042 2.51889  -0.411
C 1.70045 -1.41636 1.25058  -0.117
C -1.13683 -3.33928 0.07037  -0.083
C -2.17394 0.29168 -1.74867  -0.002
C -0.09239 1.00812 -2.56401  -0.015
C -1.08551 -3.18632 -1.29564  -0.030
C 0.87647 -1.83699 -1.11767  0.011
C -2.05462 1.14973 -0.67232  0.005
C 0.04454 1.86830 -1.49739  -0.021
C -0.13394 -2.79547 0.86397  -0.418
C 0.87864 -2.04735 0.26401  -0.225
C -1.16422 0.14323 -2.69749  -0.258
C -0.10537 -2.35230 -1.89052  -0.242
C -0.95434 1.97864 -0.55301  -0.156
N -1.13989 -0.96763 -3.60538  0.015
C -0.15192 -2.02517 -3.34425  -0.169
C 0.09407 1.70044 1.63948  -0.503
C 0.01574 4.09440 0.42345  -0.539
C -0.71089 2.71412 0.75338  -0.274
H 3.84577 -1.50271 4.76096  0.112
H 1.75712 0.89492 3.61962  0.082
H -1.73630 3.53421 2.18193  0.140
H 2.40162 -0.64108 0.97925  0.122
H -1.91863 -3.89212 0.55036  0.102
H -3.06274 -0.25481 -1.89514  0.101
H 0.70136 1.00358 -3.30523  0.123
H -1.92203 -3.57922 -1.89485  0.120
H 1.62167 -1.24148 -1.61886  0.124
H -2.78946 1.09461 0.10489  0.121
H 0.89011 2.52283 -1.36395  0.113
H -2.07652 -1.42694 -3.69802  0.132
H -0.37468 -2.91405 -3.94242  0.124
H 0.82442 -1.72487 -3.71943  0.112

***

(4)
ORCA calculation (the ωB97M-V functional and the def2-TZVPD basis) on a structure of composition C18H14Br2N2O2Rb.

Results
Charge ... -1
LUMO level ... 1.948 eV
Energy above the lowest of the compared OMol25 structures with the same formula, charge and spin ... 10.0 kcal per mole
E_HOMO ... -3.7 eV
Frontier orbital gap ... 5.61 eV

Last column: Löwdin charge in e.
Atoms and positions in Å:
Rb -0.71369 -0.44808 0.20054  0.815
C 2.72684 -0.16638 -5.06621  -0.048
C 2.45378 0.61675 -3.81764  -0.253
C 3.02173 1.86558 -3.58348  -0.026
C 2.74392 2.54943 -2.41141  -0.103
C 1.88633 1.94127 -1.50830  -0.751
Br 1.46721 2.82476 0.11573  0.759
N 1.33190 0.76600 -1.70422  -0.010
C 1.61147 0.11748 -2.83127  -0.082
H 3.40929 0.36762 -5.72614  0.073
H 1.80505 -0.35285 -5.61904  0.084
H 3.16996 -1.13596 -4.83627  0.085
H 3.68642 2.30363 -4.31814  0.114
H 3.17039 3.51755 -2.19585  0.098
H 1.14499 -0.85544 -2.94885  0.132
O -0.49999 -4.96514 1.06672  -0.028
C -0.03900 -3.82835 0.88521  -0.700
O -0.18701 -3.04750 -0.07775  -0.216
C 0.84440 -3.29946 2.04095  -0.191
C 1.36010 -4.18562 2.98458  -0.015
C 2.14107 -3.69819 4.01520  -0.080
C 2.37307 -2.33025 4.08955  -0.086
C 1.80728 -1.52318 3.11677  -0.155
N 1.07113 -1.98884 2.11012  0.052
H 1.11852 -5.23375 2.88142  0.110
H 2.55610 -4.37520 4.75254  0.098
H 2.96913 -1.89211 4.87911  0.092
H 1.95712 -0.44718 3.14158  0.102
Br -7.17027 3.90096 1.37005  0.617
C -5.51934 2.97063 1.09825  -0.728
C -4.32195 3.66136 1.14938  -0.188
C -3.13438 2.96365 0.94506  -0.212
C -3.03796 1.58242 0.68540  -0.234
C -4.30255 0.96277 0.65340  -0.214
C -5.52080 1.61100 0.84964  -0.184
H -4.31855 4.72823 1.34493  0.079
H -2.22608 3.56582 0.99471  0.054
H -4.37810 -0.10952 0.46356  0.061
H -6.45751 1.06610 0.81015  0.081

***

charge of number 3 (C18H14BF6NO3S)? 0

***

Which formula does entry 1 have? C18H14AsIN3O8PtS3